Record 1
26
Properties=species:S:1:pos:R:3 method="wB97M-V/def2-TZVPD" gap_ev=4.679 charge=+3 multiplicity=1 largest_force_ha_per_bohr=0.0782 lumo_ev=-15.45
O 0.861 0.664 -3.905
H 2.828 1.382 0.465
H 0.223 -1.850 1.415
C -0.814 -2.694 -1.170
Tl -0.968 -0.157 -0.598
O -0.972 -3.798 -1.418
H 4.483 0.762 0.646
O -2.584 -0.707 2.708
C -0.773 2.614 -0.008
H -3.744 -0.982 -1.243
O 1.206 0.139 0.354
H 1.578 -2.162 2.492
H -2.903 -0.652 -2.841
H -3.532 1.471 -0.628
N 2.961 -0.147 1.748
O -0.312 3.560 0.413
C 1.781 -0.522 1.276
H 3.429 -0.679 2.459
H -2.693 1.797 -2.227
C -3.215 1.077 -1.595
N 1.139 -1.599 1.785
C -3.333 -0.235 -1.927
C 3.574 1.027 1.182
C -2.199 -0.510 1.655
H 3.721 1.791 1.945
C 0.259 0.409 -2.985

Record 2
22
Properties=species:S:1:pos:R:3 method="wB97M-V/def2-TZVPD" gap_ev=8.021 multiplicity=1 largest_force_ha_per_bohr=0.0794 lumo_ev=0.54
N -1.067 -0.904 -1.983
N 0.399 -0.708 0.412
C -0.946 -2.297 -2.435
C 1.336 0.844 2.074
C -1.486 -0.610 -0.739
C 0.376 0.435 1.117
C 0.751 3.197 1.846
H 2.099 0.174 2.535
C -0.377 2.770 1.115
H 0.095 -2.583 -2.620
S -2.075 0.985 -0.081
H 0.945 4.149 2.284
C -0.518 1.445 0.706
H -1.354 -3.067 -1.745
H 0.435 -1.615 1.050
H -1.399 -2.545 -3.304
H -2.007 -1.480 -0.167
H -1.032 3.396 0.616
O -2.944 0.618 1.029
C 1.564 2.178 2.353
H 2.541 2.333 2.769
H -0.751 -0.052 -2.480

Record 3
21
Properties=species:S:1:pos:R:3 method="wB97M-V/def2-TZVPD" gap_ev=7.915 multiplicity=1 largest_force_ha_per_bohr=0.1089 lumo_ev=-0.27
C 0.458 0.541 -2.342
H 0.564 0.030 -3.364
C 0.838 -1.378 1.288
H 1.393 -1.759 2.155
H -2.523 0.298 2.036
H -0.020 1.487 -2.442
C 0.253 -0.151 1.397
N -1.550 0.843 0.144
H -1.671 1.793 2.003
H 0.372 -2.287 -1.783
S 2.347 1.660 -0.585
C 0.275 -0.158 -1.085
H -3.264 1.657 1.073
H 0.459 0.484 2.143
H 1.193 2.040 -0.127
H 0.968 -3.206 0.289
C 0.338 -1.642 -1.029
N 1.598 0.489 -1.432
C 0.663 -2.153 0.186
C -0.431 0.248 0.139
C -2.260 1.163 1.337

Record 4
24
Properties=species:S:1:pos:R:3 method="wB97M-V/def2-TZVPD" gap_ev=8.911 smiles="O=[N+]([O-])[C@]1(CO)C[NH+]=C2C=CC=CN21" charge=+1 multiplicity=1 largest_force_ha_per_bohr=0.0726 lumo_ev=-4.41
H -0.289 1.073 2.230
H 1.512 -1.303 -1.639
H 2.991 -0.991 0.588
N 1.987 1.547 -0.054
H -0.304 -0.146 -3.003
N -0.223 0.367 0.234
H 2.039 0.427 -1.989
C -2.859 1.243 0.011
C -2.246 0.577 -1.048
O 3.182 1.474 -0.051
H -3.858 1.730 -0.040
C 1.316 -0.195 -1.551
O 1.335 2.513 -0.315
H -2.734 0.620 -1.971
C -0.888 0.271 -0.963
C 1.941 -0.721 0.939
C -0.813 0.942 1.326
H 2.224 -0.387 1.989
C 1.254 0.266 -0.017
H -2.282 1.863 2.097
N -0.050 -0.075 -1.951
O 1.167 -1.923 1.010
C -2.053 1.495 1.164
H 1.509 -2.602 0.370

Record 5
28
Properties=species:S:1:pos:R:3 method="wB97M-V/def2-TZVPD" gap_ev=5.108 charge=-2 multiplicity=1 largest_force_ha_per_bohr=0.0383 lumo_ev=3.81
H 2.473 2.213 -2.143
C -1.430 -0.041 2.072
C 4.301 1.328 -2.841
C 3.451 -0.980 -1.733
Se -5.878 1.567 -3.980
Se -3.920 -0.222 -0.962
H -2.550 -1.383 4.400
H -0.874 1.213 5.006
C 4.659 -0.861 -2.399
H 4.666 2.243 -3.301
Se 1.015 0.061 -0.586
H 5.313 -1.723 -2.502
C 2.612 0.133 -1.614
Pd -1.630 -0.092 -1.179
N 5.109 0.270 -2.950
Sb -4.463 -0.342 -3.468
N -1.257 -0.040 3.393
H 3.147 -1.926 -1.305
Se -1.682 -0.168 -3.469
C -1.498 -1.280 4.112
C -1.492 1.203 4.108
H -1.223 -2.121 3.481
H -1.214 2.041 3.474
N -1.552 -0.037 0.932
C 3.076 1.316 -2.197
Se -5.737 -2.395 -3.754
H -0.880 -1.290 5.010
H -2.544 1.312 4.396

Record 6
24
Properties=species:S:1:pos:R:3 method="wB97M-V/def2-TZVPD" gap_ev=8.582 smiles=CCSc1nc(SC)nc2ccnn12 multiplicity=1 largest_force_ha_per_bohr=0.0591 lumo_ev=0.22
N 1.912 -0.273 -0.015
C 3.368 -1.890 0.020
C 3.959 -0.634 0.032
H -3.917 -1.963 -0.904
H -1.477 1.661 -1.030
H -1.612 1.218 1.253
H -3.306 -0.789 0.521
H -2.617 -0.734 -1.259
S -1.719 -2.624 0.047
H 4.996 -0.394 0.181
C 0.781 0.396 -0.154
S 0.798 2.118 -0.342
C -1.028 2.430 -0.474
H -0.984 2.934 1.626
C -1.652 2.277 0.943
C -0.184 -1.618 -0.023
N 3.128 0.385 -0.031
C -2.951 -1.394 -0.426
H -1.218 3.431 -0.925
H -2.700 2.609 0.933
N -0.355 -0.277 -0.054
C 1.992 -1.622 0.011
N 0.900 -2.367 -0.021
H 3.886 -2.879 0.091

Look up the multiplicity of the first one. 1